Computed, not measured: a gas-phase ion, C6H11ClN3 (charge +1) in a non-equilibrium geometry, with wB97M-V/def2-TZVPD.

Cartesian coordinates (Å):
1 Cl 3.14453 -0.31119 0.49484
2 N -0.78633 0.80118 0.50650
3 N 1.07802 -2.31031 -0.50897
4 N 1.69205 1.64212 -0.54477
5 C -0.62191 2.00170 -0.11928
6 C 0.51823 2.28414 -0.74507
7 C 0.22818 -0.27260 0.38916
8 C -0.00456 -1.26891 -0.71676
9 C -2.04268 0.55080 1.13614
10 C 1.67784 0.50230 -0.04696
11 H 0.11285 -0.88362 -1.66549
12 H 2.01261 -1.94922 -0.65294
13 H -2.13206 1.16955 2.06380
14 H 0.78698 -3.09276 -1.20587
15 H -2.98461 0.85739 0.48235
16 H -2.15583 -0.50532 1.36125
17 H 0.87868 -2.47559 0.57306
18 H 0.62923 3.24117 -1.18799
19 H -1.48727 2.57767 -0.45356
20 H -0.92099 -1.82918 -0.50569
21 H 0.37701 -0.72933 1.34624

Its charge is +1. The calculation puts the HOMO energy at -11.58 eV. The value obtained for the molar mass is 160.628 g/mol.